DFT (ωB97M-V/def2-TZVPD) results for a molecular structure, C31H30N12SSeW.

Atoms and positions in Å:
W1 0.2737 0.5029 -0.7357
C1 -2.8540 3.6265 -1.2076
C2 -1.7545 2.8080 -1.4127
N1 -1.3480 1.9728 -0.4501
C3 -2.0175 1.9450 0.7169
C4 -3.1411 2.7530 0.8723
N2 -3.5492 3.5787 -0.0772
C5 -1.4093 1.1078 1.7660
C6 -1.8562 1.0251 3.0611
C7 -1.1076 0.3253 4.0283
C8 0.1448 -0.1569 3.6047
C9 0.5374 -0.0422 2.2923
N3 -0.2701 0.5067 1.3600
C10 1.8652 -0.4213 1.7876
C11 2.8865 -0.9449 2.5756
N4 4.0881 -1.2099 2.0905
C12 4.3086 -0.9644 0.8075
C13 3.3104 -0.4578 -0.0130
N5 2.0971 -0.1805 0.4792
C14 -1.5858 0.1580 5.4021
C15 -0.7157 -0.1844 6.4391
C16 -1.2269 -0.3379 7.7203
N6 -2.5160 -0.1851 8.0042
C17 -3.3525 0.1367 7.0233
C18 -2.9370 0.3236 5.7126
H1 -3.1793 4.3224 -1.9716
H2 -1.2023 2.8190 -2.3425
H3 -3.7218 2.7388 1.7863
H4 -2.7591 1.5419 3.3482
H5 0.8055 -0.6275 4.3155
H6 2.7355 -1.1571 3.6265
H7 5.2950 -1.1808 0.4148
H8 3.4857 -0.2895 -1.0650
H9 0.3499 -0.3022 6.2997
H10 -0.5737 -0.5915 8.5459
H11 -4.3959 0.2478 7.2908
H12 -3.6855 0.5583 4.9679
N7 1.2874 2.2733 -0.1032
C19 1.8684 3.2963 -0.1255
N8 2.4816 4.4054 -0.1189
C20 1.7840 5.6961 0.2174
C21 2.5045 6.3756 1.3679
C22 3.9907 6.5454 1.0636
C23 4.6458 5.1984 0.7676
C24 3.9598 4.4965 -0.3911
H13 0.7451 5.4640 0.4487
H14 1.8200 6.3028 -0.6889
H15 2.3647 5.7934 2.2830
H16 2.0286 7.3436 1.5306
H17 4.4887 7.0198 1.9072
H18 4.1195 7.2161 0.2090
H19 4.6171 4.5566 1.6526
H20 5.6957 5.3281 0.5019
H21 4.3331 3.4854 -0.5498
H22 4.0617 5.0614 -1.3190
N9 -0.4276 -3.4821 -2.4044
C25 -0.8734 -2.8742 -1.3268
N10 -2.1175 -3.0089 -0.9206
S1 0.2885 -1.9744 -0.3308
H23 -0.9846 -4.1623 -2.9101
H24 0.5565 -3.4505 -2.6268
H25 -2.7598 -3.6581 -1.3612
H26 -2.3949 -2.6340 -0.0264
Se1 1.7376 1.0220 -2.6649
N11 -0.7534 0.0553 -2.1551
C26 -1.2142 -0.0183 -3.3833
C27 -2.5373 -0.3130 -3.7329
C28 -2.8840 -0.3618 -5.0634
C29 -1.9495 -0.1307 -6.1154
C30 -0.6608 0.1744 -5.8285
C31 -0.2308 0.2664 -4.4566
N12 0.9842 0.6604 -4.2234
H27 -3.2664 -0.4943 -2.9546
H28 -3.9115 -0.5834 -5.3288
H29 -2.2867 -0.1902 -7.1419
H30 0.0770 0.3784 -6.5940

The calculation puts the HOMO energy (spin up / spin down) at -17.82 / -17.82 eV. Its charge is +4. The total energy comes out at -128485.188 eV. The HOMO-LUMO gap (spin up / spin down) comes out at 4.562 / 4.561 eV. The value obtained for the lowest unoccupied orbital energy (spin up / spin down) is -13.261 / -13.262 eV.

***

DFT (ωB97M-V/def2-TZVPD) results for a molecular structure, C25H42CeN3O2PS7Sb.

Atoms and positions in Å:
Ce1 1.8484 0.6683 -0.2143
S1 4.5803 2.0679 2.1371
Sb1 4.5357 -0.3273 1.6940
S2 2.2009 -0.1010 2.2482
S3 4.2290 -0.0735 -0.6925
C1 -1.1445 0.4748 1.6445
C2 -1.5985 0.4438 0.2224
C3 -2.9873 0.3896 -0.0283
C4 -3.4484 0.1916 -1.2801
C5 -2.5052 0.1181 -2.3363
C6 -2.8909 -0.0863 -3.6869
C7 -1.9540 -0.1960 -4.6735
C8 -0.5985 -0.0832 -4.3547
C9 -0.1718 0.1558 -3.0797
S4 1.5144 0.2974 -2.7361
C10 -1.1407 0.2518 -2.0242
N1 -0.7007 0.3669 -0.7340
H1 -1.9697 0.5830 2.3391
H2 -0.4633 1.3302 1.8155
H3 -0.5686 -0.4286 1.8994
H4 -3.6556 0.4502 0.8154
H5 -4.5017 0.1010 -1.4875
H6 -3.9344 -0.2238 -3.9038
H7 -2.2745 -0.3843 -5.6977
H8 0.1655 -0.1629 -5.1192
C11 -0.8009 4.3939 -2.7467
C12 -0.6502 5.7745 -2.1171
C13 0.0058 6.7771 -3.0628
O1 0.0833 5.7537 -0.8660
P1 1.3726 4.9709 -0.3690
S5 2.3305 5.9625 0.9702
S6 0.7818 3.1350 0.1841
O2 2.1220 4.7524 -1.7848
C14 3.5049 4.4678 -2.0308
C15 4.2176 3.7133 -0.9182
C16 3.5676 3.6826 -3.3373
H9 -1.4781 4.4629 -3.6009
H10 -1.1843 3.6626 -2.0349
H11 0.1680 4.0341 -3.1008
H12 -1.6430 6.1464 -1.8308
H13 0.9814 6.4171 -3.3703
H14 0.1370 7.7283 -2.5498
H15 -0.6034 6.9246 -3.9465
H16 3.9962 5.4485 -2.1556
H17 3.8434 2.6795 -0.8374
H18 4.1725 4.1892 0.0503
H19 5.2717 3.5899 -1.2053
H20 2.9160 2.7894 -3.2821
H21 4.6083 3.3828 -3.5296
H22 3.2251 4.2948 -4.1712
C17 -0.6773 -3.7613 5.6400
C18 0.4888 -4.7043 5.3118
C19 0.8471 -4.7945 3.8188
C20 1.3547 -3.4631 3.2901
N2 1.7106 -3.3958 1.8862
C21 0.8690 -2.9756 0.9302
S7 1.4861 -2.4088 -0.5727
N3 -0.4320 -3.0153 1.2273
C22 -1.5354 -2.7736 0.3026
C23 -2.1763 -4.0952 -0.1640
C24 -3.3586 -4.5702 0.6975
C25 -3.0581 -4.6071 2.1839
H23 -0.9609 -3.7990 6.6842
H24 -1.5798 -4.0065 5.0635
H25 -0.4381 -2.7242 5.4085
H26 0.2443 -5.7072 5.6770
H27 1.3659 -4.3833 5.8663
H28 -0.0251 -5.1365 3.2543
H29 1.6277 -5.5572 3.6741
H30 2.2441 -3.1839 3.8570
H31 0.6399 -2.6578 3.4950
H32 2.6805 -3.2004 1.6619
H33 -0.6708 -3.4355 2.1267
H34 -1.1280 -2.2371 -0.5718
H35 -2.2882 -2.1533 0.8043
H36 -1.3968 -4.8761 -0.1607
H37 -2.4891 -3.9857 -1.2165
H38 -3.6778 -5.5548 0.3903
H39 -4.2272 -3.9175 0.5504
H40 -2.2050 -5.2770 2.4092
H41 -3.9035 -4.9932 2.7559
H42 -2.8427 -3.6065 2.5952

The calculation puts the HOMO energy (spin up / spin down) at -7.57 / -7.57 eV. The expectation value of S² is 0.756. The total energy comes out at -139780.646 eV. The HOMO-LUMO gap (spin up / spin down) comes out at 6.583 / 5.585 eV. The value obtained for the lowest unoccupied orbital energy (spin up / spin down) is -0.986 / -1.982 eV. Its spin multiplicity is 2. The energy above the lowest of the compared OMol25 structures with the same formula, charge and spin is 0.0 kcal per mole.

***

DFT (ωB97M-V/def2-TZVPD) results for 4 unconnected molecules or ions with the total composition C12H28FN2O6P.

Atoms and positions in Å:
C1 -2.7699 3.2959 -1.0121
C2 -1.2642 3.3836 -0.8813
O1 -0.7409 4.4591 -0.6553
N1 -0.5252 2.2204 -0.9684
C3 0.9152 2.4365 -1.0180
C4 -0.9724 1.1290 -1.8411
C5 -1.0845 -0.1961 -1.0845
C6 -2.0836 -0.1648 0.0754
C7 -1.7570 -0.9744 1.3534
P1 -0.0509 -1.2705 1.9402
C8 0.4351 0.4603 2.3557
O2 -0.2593 1.4234 2.2254
N2 1.7655 0.5681 2.9753
C9 1.8152 1.2674 4.1641
O3 2.5888 2.0970 4.5009
F1 0.8423 0.8280 4.9855
H1 -3.1690 2.2858 -0.9787
H2 -3.2014 3.8971 -0.2153
H3 -3.0453 3.7381 -1.9724
H4 1.4208 1.4925 -0.8068
H5 1.2339 2.7963 -2.0026
H6 1.2065 3.1621 -0.2648
H7 -0.2116 0.9797 -2.6103
H8 -1.8999 1.3775 -2.3539
H9 -1.4007 -0.9438 -1.8168
H10 -0.0788 -0.4722 -0.7707
H11 -2.2624 0.8701 0.3697
H12 -3.0384 -0.5443 -0.3000
H13 -2.2172 -1.9643 1.3119
H14 -2.2126 -0.4632 2.2067
H15 0.7323 -1.4119 0.7807
H16 2.4048 0.9973 2.3114
C10 -1.4807 -5.5183 2.2931
O4 -1.0346 -4.2951 1.7253
H17 -2.1806 -5.9607 1.5877
H18 -0.6558 -6.2182 2.4497
H19 -1.9971 -5.3596 3.2433
H20 -0.4158 -3.8802 2.3361
C11 -0.2425 -1.8205 -4.5238
O5 0.5821 -1.0341 -3.6718
H21 -1.2527 -1.4255 -4.4384
H22 0.0710 -1.7513 -5.5681
H23 -0.2516 -2.8705 -4.2214
H24 1.4814 -1.3656 -3.7407
C12 4.6293 0.9453 0.6353
O6 3.3565 0.4092 0.2762
H25 4.5631 1.2740 1.6711
H26 5.4171 0.1927 0.5631
H27 4.8921 1.8056 0.0163
H28 3.4037 0.1131 -0.6365

The calculation puts the HOMO energy at -8.98 eV. The total energy comes out at -40168.477 eV. As for the SMILES: CC(=O)N(C)CCCCPC(=O)NC(=O)F.CO.CO.CO. The HOMO-LUMO gap comes out at 9.042 eV. The value obtained for the lowest unoccupied orbital energy is 0.063 eV. The energy above the lowest of the compared OMol25 structures with the same formula, charge and spin is 0.0 kcal per mole.